Below is C4H9N3O as an isolated structure, with properties calculated with ωB97M-V with the def2-TZVPD basis set.

Values from the calculation:
- frontier orbital gap (eV) = 7.961
- max |F| (Eh/bohr) = 0.02629
- electronic energy (eV) = -10807.135
- LUMO level (Eh) = 0.033
- energy above the lowest of the compared OMol25 structures with the same formula, charge and spin (eV) = 5.327

Cartesian coordinates (Å):
C -1.830 1.103 0.088
C -0.542 -1.167 -0.444
O -0.905 0.099 0.588
N -1.235 -1.183 -1.507
H -1.377 -2.123 -1.862
H -0.312 -1.993 0.230
H -1.786 1.937 0.785
H -2.821 0.656 0.079
H -1.548 1.409 -0.916
N 2.510 -0.475 -0.365
C 1.159 -0.033 -0.403
N 0.995 0.693 1.956
C 0.572 0.475 0.785
H 3.132 0.087 -0.933
H 2.866 -0.488 0.585
H 0.283 0.612 2.676
H 0.840 0.392 -1.344

Löwdin atomic charge list, values in e, 8 entries: -0.017 -0.229 -0.193 0.049 0.047 0.129 0.098 0.095